Record 1
12
Properties=species:S:1:pos:R:3 method="wB97M-V/def2-TZVPD" smiles="CB(C)C=O" lumo_ev=0.0 homo_ev=-9.189
C -0.795 1.251 -0.166
B 0.156 -0.031 0.068
C -0.448 -1.453 0.047
C 1.675 0.280 0.192
O 2.589 -0.237 -0.343
H -1.785 0.772 -0.154
H -0.614 1.751 -1.163
H -0.444 1.763 0.696
H -1.168 -1.398 -0.756
H -1.144 -1.795 0.817
H 0.178 -2.225 -0.114
H 1.800 1.321 0.877

---

Record 2
12
Properties=species:S:1:pos:R:3 method="wB97M-V/def2-TZVPD" smiles="BCCC=O" lumo_ev=0.2 homo_ev=-9.834
B 0.625 -1.829 -0.605
C 0.173 -0.670 0.326
C -0.660 0.611 -0.314
C -0.365 1.801 0.559
O 0.126 2.872 0.287
H 0.938 -1.788 -1.734
H 0.970 -2.903 -0.208
H 1.228 -0.285 0.575
H -0.108 -0.719 1.321
H -1.750 0.570 -0.347
H -0.521 0.876 -1.419
H -0.656 1.465 1.559

---

Record 3
12
Properties=species:S:1:pos:R:3 method="wB97M-V/def2-TZVPD" lumo_ev=0.0 homo_ev=-10.215
B -0.212 -0.172 0.599
C -0.550 0.103 -1.871
C -0.949 -0.424 -0.723
C 1.008 0.862 0.793
O -0.569 -1.671 1.686
H -1.083 -0.041 -2.750
H 0.380 0.689 -1.893
H -1.823 -1.103 -0.540
H 1.713 0.452 0.167
H 1.412 1.041 1.848
H 0.788 1.754 0.252
H -0.115 -1.488 2.432

---

Record 4
13
Properties=species:S:1:pos:R:3 method="wB97M-V/def2-TZVPD" smiles="C/C=C/B(O)O" lumo_ev=0.4 homo_ev=-8.389
C -2.229 0.721 0.327
C -0.738 0.665 0.345
C 0.011 -0.385 -0.641
B 1.494 -0.591 -0.328
O 2.015 0.305 0.643
O 2.155 -1.549 -0.926
H -2.759 -0.304 0.424
H -2.916 1.152 -0.472
H -2.627 1.224 1.245
H -0.078 1.160 1.090
H -0.449 -0.938 -1.366
H 3.049 0.255 0.612
H 3.072 -1.714 -0.954

---

Record 5
14
Properties=species:S:1:pos:R:3 method="wB97M-V/def2-TZVPD" smiles="OB(O)S.C=C=C" lumo_ev=0.3 homo_ev=-9.308
O -0.584 0.788 2.567
B -1.238 1.138 1.401
O -1.765 2.402 1.230
S -1.915 -0.155 0.431
H -0.394 1.394 3.322
H -1.527 3.032 1.913
H -0.862 -1.105 0.236
C 1.435 0.006 -2.237
C 1.116 -0.842 -1.317
C 0.875 -2.048 -0.887
H 1.574 -0.637 -3.093
H 1.538 1.118 -2.264
H -0.054 -2.501 -0.797
H 1.802 -2.589 -0.506

---

Record 6
14
Properties=species:S:1:pos:R:3 method="wB97M-V/def2-TZVPD" smiles="C[C@@H](C=O)B(O)O" lumo_ev=0.2 homo_ev=-8.986
C 1.312 0.858 -0.138
C -0.177 0.524 -0.211
C -0.363 -0.132 -1.984
O 0.555 -0.135 -2.739
B -0.751 -0.721 0.662
O 0.079 -1.389 1.536
O -1.977 -1.102 0.204
H 1.697 0.835 0.769
H 1.888 0.134 -0.579
H 1.479 1.697 -0.637
H -0.718 1.371 -0.090
H -1.375 -0.421 -2.167
H -0.083 -2.287 1.579
H -2.373 -1.830 0.626

---

Record 7
14
Properties=species:S:1:pos:R:3 method="wB97M-V/def2-TZVPD" s2=2.007 lumo_ev="0.6 / -2.2" homo_ev="-3.789 / -9.142" spin_multiplicity=3
B 0.076 -0.334 -1.058
C 0.535 -1.117 0.242
C -0.742 1.141 -0.512
C 0.784 0.063 1.343
O -2.064 0.901 -0.171
O 0.319 -0.826 -2.181
O 0.309 1.265 0.896
H 1.319 -1.779 0.198
H -0.624 2.186 -0.813
H 0.555 -0.100 2.366
H 1.848 0.267 1.279
H -0.444 -1.606 0.627
H -2.451 1.451 0.472
H 0.579 -1.513 -2.690

---

Record 8
14
Properties=species:S:1:pos:R:3 method="wB97M-V/def2-TZVPD" smiles=CSB1SCCS1 lumo_ev=0.5 homo_ev=-8.804
C 2.832 -1.039 0.004
S 2.420 0.745 0.004
B 0.665 0.730 -0.030
S -0.468 2.082 0.053
C -2.017 1.142 -0.300
C -1.974 -0.235 0.323
S -0.450 -1.114 -0.156
H 3.913 -1.118 0.016
H 2.427 -1.494 -0.894
H 2.406 -1.501 0.887
H -2.106 1.083 -1.386
H -2.838 1.735 0.099
H -1.998 -0.178 1.413
H -2.811 -0.837 -0.031